A cluster of 2 separate species, CH12N4P2Si in total at a distorted geometry. Source: the Open Molecules 2025 dataset; level of theory: wB97M-V/def2-TZVPD.

Each line ends with the Mulliken charge.
Atoms and positions in Å:
1 N -1.6625 -1.8801 0.8472  -0.329
2 P -0.7608 -0.5537 1.0744  0.016
3 C -0.7733 -0.1654 -0.5632  -0.376
4 P -1.7256 -0.8401 -1.8878  -0.016
5 N -0.8717 -2.3882 -1.8986  -0.617
6 N -0.9915 -0.0429 -3.1856  -0.574
7 H -2.1711 -2.4608 1.5558  0.211
8 H -1.8698 -2.0816 -0.1599  0.288
9 H -0.1750 0.6103 -0.8929  0.404
10 H -1.3342 -2.9986 -2.5402  0.213
11 H 0.1452 -2.4367 -1.9822  0.241
12 H -1.4955 0.8164 -3.4814  0.263
13 H 0.0975 0.2471 -3.1304  0.284
14 N 0.8877 1.9905 2.3651  -0.447
15 Si 2.6008 2.0199 2.2238  0.296
16 H 0.4630 1.3359 2.9827  0.244
17 H 0.3402 2.8614 2.1478  0.216
18 H 3.1154 1.3683 1.0063  -0.101
19 H 2.8280 1.2697 3.4991  -0.112
20 H 3.3532 3.3285 2.0201  -0.105

Calculated values
Highest occupied orbital energy (eV): -7.906
Kohn-Sham gap (eV): 8.523
ΔE to the lowest compared entry with this formula, charge and spin (kcal per mole): 14.8
Energy (hartree): -1236.47985
SMILES string: N/P=C\P(N)N.N[SiH3]